5 unconnected molecules or ions with the total composition C15H20O15 at a distorted geometry, computed with wB97M-V/def2-TZVPD.

max |F|: 3.68 eV/A
SMILES: O=C1OCCO1.O=C1OCCO1.O=C1OCCO1.O=C1OCCO1.O=C1OCCO1
E_tot: -1712.19019 Eh

The geometry in XYZ format:
```
50
Properties=species:S:1:pos:R:3:forces:R:3
O -1.458585 -14.614020 18.860682 0.903 0.264 0.312
C -2.325776 -14.101163 18.249187 -1.840 -0.166 -0.195
O -3.294029 -14.836798 17.614903 0.395 0.558 0.042
C -4.123765 -13.966168 16.845828 0.149 0.224 0.249
C -3.780603 -12.566964 17.377360 -0.327 -0.583 -0.660
O -2.609160 -12.768147 18.157766 0.553 -0.543 0.087
H -3.882128 -14.088003 15.796084 -0.146 -0.061 -0.106
H -5.169473 -14.170326 17.053488 -0.019 -0.382 -0.218
H -4.616933 -12.205796 17.968501 0.319 0.348 0.343
H -3.578882 -11.893675 16.551991 0.091 0.225 0.169
O -5.018858 -12.354428 14.267884 -0.113 -0.504 0.118
C -5.726055 -12.266489 13.313486 0.419 0.955 0.128
O -5.620033 -11.243836 12.444947 0.004 0.309 -0.348
C -6.715727 -11.243068 11.516575 -0.131 -1.345 0.655
C -7.387920 -12.598023 11.790514 -0.802 -0.310 0.303
O -6.731212 -13.064408 12.973609 -0.082 -0.852 0.141
H -7.427027 -10.492811 11.849839 0.296 0.572 -0.798
H -6.301736 -11.246611 10.515946 -0.321 0.800 -0.103
H -7.357317 -13.356336 11.006932 0.550 0.156 -0.051
H -8.443908 -12.525089 12.054419 0.060 0.322 -0.125
O -4.801666 -17.377104 14.926530 0.694 -0.173 -0.037
C -5.589571 -17.258358 14.062524 -1.550 0.593 -0.343
O -5.381401 -17.001447 12.739585 0.121 -0.027 0.025
C -6.651537 -16.586650 12.161529 0.873 -1.062 -0.198
C -7.614681 -17.336119 13.043427 -1.439 3.373 0.303
O -6.960338 -17.260914 14.289943 1.227 -1.546 0.245
H -6.702879 -15.504112 12.246622 -0.187 -0.001 0.034
H -6.742453 -16.923093 11.130026 0.461 0.166 -0.046
H -8.001722 -18.269566 12.639730 0.443 -0.363 0.586
H -8.406082 -16.590918 13.232582 -0.639 -0.932 -0.551
O -9.055775 -11.425232 9.395863 0.014 -0.526 -0.102
C -9.405556 -10.958479 8.358006 -0.474 0.444 -0.006
O -10.397267 -11.420770 7.555675 0.972 0.019 0.017
C -10.569211 -10.516025 6.433196 -1.139 -0.077 1.343
C -9.661266 -9.357257 6.773181 0.630 0.818 -1.071
O -8.896235 -9.806065 7.878387 0.149 0.000 -0.124
H -10.341903 -10.995947 5.487576 -0.032 -0.196 0.089
H -11.616844 -10.240051 6.546300 -0.020 0.057 -0.756
H -10.122991 -8.395410 7.000232 -0.433 -0.326 0.396
H -9.035040 -9.119890 5.908178 0.411 -0.248 0.302
O -4.914648 -9.310403 18.998164 -0.109 0.215 -0.506
C -5.186780 -8.980740 17.884731 0.123 -0.246 0.371
O -5.714900 -7.805958 17.524984 -0.718 0.908 0.307
C -6.041825 -7.751181 16.136607 1.621 -1.314 -0.277
C -5.473325 -9.115689 15.626484 -0.806 0.213 -0.637
O -5.005804 -9.738417 16.794884 0.412 -0.866 -0.014
H -7.108520 -7.662456 15.975942 -0.050 0.334 0.096
H -5.410297 -6.990116 15.688719 -0.608 0.549 -0.014
H -4.688439 -9.026430 14.875812 0.297 0.208 0.330
H -6.214630 -9.756331 15.144564 -0.199 0.021 0.296
```
Positions in Å, forces in eV/Å.



A molecular structure, C27H29F5Ge2N2O5Sc, computed with wB97M-V/def2-TZVPD.

total charge: +1
max |F|: 0.69 eV/A
E_tot: -6945.70198 Eh

The geometry in XYZ format:
```
71
Properties=species:S:1:pos:R:3:forces:R:3
Sc 0.042481 -0.959897 0.000537 0.087 -0.654 0.187
O 3.995303 3.582404 0.276310 0.053 -0.008 -0.082
C 4.632542 2.498702 -0.150826 0.012 0.032 0.463
O 5.816816 2.461130 -0.318401 -0.025 0.030 -0.185
C 3.822425 1.254708 -0.350396 0.085 -0.074 -0.292
C 4.371777 0.102811 -0.888010 -0.021 -0.073 0.040
N 3.408943 -0.827584 -0.914889 -0.034 0.030 -0.071
N 2.255437 -0.368600 -0.421960 -0.198 0.089 -0.120
C 2.497161 0.900106 -0.084129 -0.193 -0.035 0.131
C 1.374945 1.663656 0.525686 -0.133 0.003 -0.002
O 1.371066 2.859675 0.611179 0.042 0.064 0.160
O 0.362622 0.884448 0.957292 0.258 0.062 0.080
H 3.031950 3.444468 0.375293 0.046 0.054 -0.099
H 5.375775 -0.090779 -1.229513 -0.004 0.040 0.011
H 3.467963 -1.773167 -1.263636 0.025 0.043 0.011
C -3.432893 -3.162612 -0.083159 0.089 -0.072 0.031
C -3.876514 -1.761370 -0.486600 -0.129 0.121 0.014
Ge -2.557355 -0.354348 -0.094143 0.313 0.110 -0.053
C -3.293341 1.396199 -0.631702 -0.126 -0.047 -0.043
C -2.530955 2.598885 -0.089297 0.085 0.025 0.053
C -2.621874 -0.257002 1.913501 -0.050 -0.065 -0.002
C -1.850210 0.101120 2.949236 -0.239 0.040 -0.160
Ge -0.016558 0.742571 2.984615 -0.026 0.054 -0.158
C 1.487672 -0.495000 3.267010 0.142 0.006 0.078
C 1.293342 -1.693862 4.195227 -0.071 -0.027 -0.015
C 0.309624 2.557436 3.581477 0.036 0.119 0.039
C 0.516757 2.679073 5.095140 -0.042 -0.100 0.062
C -2.395863 0.179615 4.335722 0.225 -0.068 0.057
C -3.700737 0.600313 4.593442 -0.029 0.081 -0.062
C -4.169085 0.675888 5.893126 0.014 -0.006 0.071
C -3.342446 0.349029 6.963930 -0.113 0.037 -0.030
C -2.040846 -0.053061 6.724360 0.057 -0.013 -0.065
C -1.575179 -0.134504 5.417000 -0.088 -0.012 0.215
H -4.205259 -3.908354 -0.277880 -0.011 0.022 0.004
H -3.185216 -3.218292 0.980815 -0.004 0.016 -0.008
H -2.542375 -3.473889 -0.639340 -0.014 0.014 -0.010
H -4.803227 -1.489281 0.027790 0.009 -0.020 0.004
H -4.101318 -1.715670 -1.554643 0.017 -0.028 0.000
H -4.332739 1.417712 -0.292256 0.013 0.017 0.015
H -3.333750 1.423508 -1.722892 0.025 -0.008 0.002
H -2.495908 2.589116 1.003399 -0.006 -0.013 -0.010
H -2.995287 3.538966 -0.390695 -0.006 -0.014 -0.008
H -1.497100 2.620978 -0.444214 -0.018 -0.003 -0.018
H -3.628448 -0.562017 2.223814 0.041 0.003 0.030
H 2.333029 0.119557 3.591842 -0.024 0.015 0.045
H 1.773982 -0.875448 2.282575 -0.062 0.026 -0.037
H 1.197488 -1.398800 5.239048 0.030 0.009 0.003
H 2.154778 -2.358985 4.134543 0.005 0.005 -0.028
H 0.408491 -2.267010 3.913210 0.022 -0.013 0.037
H -0.511546 3.191514 3.245590 -0.025 -0.043 -0.028
H 1.202943 2.906254 3.060425 -0.008 -0.036 -0.009
H -0.403206 2.483414 5.644860 0.007 -0.007 -0.007
H 0.850515 3.685641 5.344239 -0.010 0.004 -0.010
H 1.277238 1.985234 5.461605 0.002 0.009 -0.005
H -4.344789 0.896264 3.773819 0.037 -0.027 0.004
H -5.183650 1.004599 6.076474 0.006 0.000 0.002
H -3.718878 0.415000 7.975965 0.020 -0.003 -0.002
H -1.386274 -0.314438 7.546199 -0.023 0.004 -0.008
H -0.566505 -0.502288 5.264522 -0.030 0.038 -0.088
F 0.120471 -7.399632 -1.421370 -0.005 0.093 0.068
C 0.101545 -6.227118 -0.797748 0.007 -0.095 -0.098
C 0.367914 -5.065278 -1.506421 0.030 -0.023 -0.099
F 0.637034 -5.100666 -2.806479 -0.016 0.023 0.084
C 0.346547 -3.876698 -0.813606 -0.056 -0.146 0.096
F 0.569283 -2.667433 -1.467626 -0.036 0.051 0.047
C 0.066304 -3.765767 0.540499 -0.027 0.067 0.056
O 0.037518 -2.558430 1.107230 0.040 0.367 -0.225
C -0.200104 -4.942554 1.227534 0.010 -0.150 -0.064
F -0.485135 -4.901899 2.525290 0.016 0.006 -0.060
C -0.181126 -6.160093 0.559716 -0.026 -0.022 0.121
F -0.436187 -7.276265 1.226941 0.021 0.076 -0.059
```
Positions in Å, forces in eV/Å.



2 unconnected molecules or ions with the total composition C2H5O2S at a distorted geometry, computed with wB97M-V/def2-TZVPD.

total charge: -1
max |F|: 3.17 eV/A
E_tot: -627.88380 Eh

The geometry in XYZ format:
```
10
Properties=species:S:1:pos:R:3:forces:R:3
C 0.530805 0.374659 1.077116 -2.062 -1.284 2.032
S 0.790100 -1.134513 2.288746 1.669 1.734 -0.126
H -0.357143 0.150679 0.474782 0.911 -0.068 -0.575
H 1.308272 0.960634 0.599598 0.538 -1.069 -0.129
H 0.074219 0.969427 1.844104 0.040 0.995 0.325
O -1.208367 0.767870 -1.101893 0.551 -0.387 -1.910
C -0.538917 0.198196 -2.041031 -1.689 0.212 0.579
O 0.415269 -0.589676 -1.902310 -0.427 0.607 -0.835
H -1.021325 0.408534 -3.150026 1.185 -0.360 1.667
H 0.007086 -2.105812 1.910915 -0.716 -0.381 -1.028
```
Positions in Å, forces in eV/Å.



A molecular structure, C22H28AsBr4MgNO6 at a distorted geometry, computed with wB97M-V/def2-TZVPD.

max |F|: 1.70 eV/A
E_tot: -14093.31264 Eh

The geometry in XYZ format:
```
63
Properties=species:S:1:pos:R:3:forces:R:3
Mg 0.182996 -0.160774 -0.914972 -0.547 -0.004 -0.074
Br 0.351215 -0.342461 3.083113 0.022 -0.029 0.022
C 2.086282 -0.983406 3.635469 0.177 -0.043 -0.133
Br 3.371215 -1.069720 2.195159 -0.215 -0.024 0.138
H 1.955571 -1.982170 4.031776 -0.011 -0.002 -0.054
H 2.469142 -0.306491 4.387044 -0.048 0.039 -0.014
Br 1.599067 -1.833068 -4.418243 -0.138 0.070 0.047
C 0.057259 -0.698285 -4.552751 0.139 -0.058 -0.143
Br -1.424886 -1.247597 -3.426622 -0.029 0.106 -0.088
H -0.301016 -0.736933 -5.572313 -0.034 0.021 0.014
H 0.338951 0.301164 -4.249338 0.019 -0.004 0.071
O 2.732706 -2.553637 -1.016484 -0.194 -0.042 0.074
C 1.568657 -2.612675 -0.661999 0.175 -0.283 -0.167
O 0.600784 -1.878496 -1.114455 0.465 -1.592 0.362
C 1.156507 -3.630330 0.389759 0.012 0.208 -0.030
C 2.004206 -4.681217 0.716872 -0.010 0.009 0.015
C 1.646547 -5.587436 1.705731 0.056 0.049 -0.010
C 0.462844 -5.426215 2.405494 -0.256 -0.044 0.155
C -0.363551 -4.357956 2.089234 0.518 0.022 -0.355
C -0.036199 -3.469213 1.077488 -0.061 -0.073 0.136
N -1.596699 -4.147588 2.843856 -0.339 0.007 0.197
O -2.254404 -3.150917 2.597122 0.088 -0.113 -0.006
O -1.901562 -4.976960 3.680528 0.064 0.092 -0.086
H 2.946292 -4.765708 0.191475 -0.018 0.005 -0.025
H 2.299590 -6.414506 1.949498 0.003 0.001 -0.008
H 0.167749 -6.109522 3.188554 0.021 0.002 0.004
H -0.693688 -2.648535 0.845360 -0.067 0.026 -0.025
C -1.428157 3.481276 -1.155356 -0.025 -0.156 0.083
C -2.395012 2.335882 -1.451617 0.228 0.135 0.036
As -2.086702 0.771557 -0.295586 -1.325 0.609 -0.013
C -3.778231 -0.169458 -0.644110 0.198 -0.273 0.254
C -3.887900 -1.430738 0.212875 0.099 0.107 -0.123
C -2.387634 1.525380 1.496834 0.050 -0.050 -0.043
C -3.640603 2.378908 1.648482 0.041 -0.126 -0.114
H -1.617348 4.336683 -1.804276 -0.031 0.004 0.008
H -0.400595 3.161194 -1.318484 0.051 0.058 -0.016
H -1.512714 3.813764 -0.119158 -0.002 0.063 -0.024
H -2.263606 1.993417 -2.480198 -0.031 -0.084 0.033
H -3.431449 2.660097 -1.346205 -0.022 -0.101 0.066
H -3.797834 -0.430416 -1.703074 0.038 0.126 -0.032
H -4.606528 0.513571 -0.453715 0.066 0.081 -0.020
H -3.108922 -2.144077 -0.063010 -0.016 -0.040 0.068
H -4.852701 -1.918908 0.074683 -0.004 0.003 0.024
H -3.765838 -1.204889 1.272417 -0.051 -0.074 0.033
H -1.489821 2.094367 1.746176 0.028 -0.039 -0.040
H -2.417971 0.678468 2.186264 0.035 -0.020 -0.029
H -3.636913 3.225315 0.960847 -0.018 0.015 0.024
H -3.708977 2.770234 2.663738 -0.012 0.011 0.001
H -4.538585 1.789980 1.458312 -0.036 0.051 0.016
O 1.022035 1.161841 -2.067278 0.068 0.383 -0.313
C 1.645174 1.518783 -1.016583 0.600 0.798 -0.142
O 1.389520 0.982187 0.096579 0.305 0.239 0.246
C 2.661748 2.603202 -1.098646 -0.011 -0.003 -0.031
C 3.606716 2.741897 -0.088288 -0.039 -0.041 0.048
C 4.553795 3.749863 -0.165505 -0.015 0.010 0.001
C 4.544025 4.626416 -1.241861 0.038 0.054 -0.012
C 3.592256 4.498330 -2.244236 -0.017 0.013 0.014
C 2.654709 3.480840 -2.177653 0.004 -0.046 -0.005
H 3.591065 2.047650 0.742030 -0.014 0.008 0.005
H 5.294877 3.859460 0.615296 0.010 -0.023 -0.008
H 5.282845 5.415700 -1.300996 -0.007 0.002 0.011
H 3.580206 5.194390 -3.072760 0.015 -0.020 -0.014
H 1.909495 3.358485 -2.952290 0.011 -0.022 -0.010
```
Positions in Å, forces in eV/Å.



Record-wise relative energy (zero: lowest compared OMol25 entry of this formula, charge and spin) values, in kcal/mol: 19.8 0.0 35.8 17.8